# 1
# C6H14N2O2

2 unconnected molecules or ions with the total composition C6H14N2O2 (ωB97M-V with the def2-TZVPD basis set, OMol25).

Values from the calculation:
Total charge: 0
SMILES: CNC(C)=O.CNC(C)=O
2S+1: 1
Energy above the lowest of the compared OMol25 structures with the same formula, charge and spin (eV): 0.581
Total energy (a.u.): -497.03618
F_max (Eh/bohr): 0.0330

Bonds (Å) are listed after each position.
Positions of all 24 atoms, in Å:
1 C 3.01 -0.74 0.31  N2 1.453, H6 1.082, H7 1.087, H8 1.085
2 N 1.79 0.04 0.13  C1 1.453, C3 1.359, H9 1.008
3 C 1.36 0.89 1.10  N2 1.359, C4 1.509, O5 1.220
4 C 0.20 1.76 0.67  C3 1.509, H10 1.090, H11 1.091, H12 1.088
5 O 1.88 0.94 2.20  C3 1.220
6 H 2.77 -1.76 0.58  C1 1.082
7 H 3.63 -0.70 -0.58  C1 1.087
8 H 3.56 -0.27 1.12  C1 1.085
9 H 1.29 0.03 -0.74  N2 1.008
10 H -0.74 1.21 0.72  C4 1.090
11 H 0.08 2.57 1.38  C4 1.091
12 H 0.40 2.22 -0.30  C4 1.088
13 C -2.72 1.00 -1.25  N14 1.452, H18 1.089, H19 1.095, H20 1.090
14 N -2.22 -0.06 -0.40  C13 1.452, C15 1.351, H21 1.004
15 C -1.27 -0.93 -0.80  N14 1.351, C16 1.495, O17 1.218
16 C -1.03 -2.04 0.17  C15 1.495, H22 1.095, H23 1.094, H24 1.093
17 O -0.73 -0.82 -1.89  C15 1.218
18 H -2.16 1.06 -2.18  C13 1.089
19 H -3.73 0.73 -1.57  C13 1.095
20 H -2.64 1.97 -0.75  C13 1.090
21 H -2.73 -0.27 0.45  N14 1.004
22 H -1.77 -2.17 0.97  C16 1.095
23 H -0.99 -3.00 -0.35  C16 1.094
24 H -0.07 -2.01 0.70  C16 1.093

# 2
# C6H14N2O2

2 unconnected molecules or ions with the total composition C6H14N2O2 (ωB97M-V with the def2-TZVPD basis set, OMol25).

Values from the calculation:
Total charge: 0
SMILES: CNC(C)=O.CNC(C)=O
2S+1: 1
Energy above the lowest of the compared OMol25 structures with the same formula, charge and spin (eV): 3.013
Total energy (a.u.): -496.94681
F_max (Eh/bohr): 0.1024

Bonds (Å) are listed after each position.
Positions of all 24 atoms, in Å:
1 C 0.32 0.54 2.83  N2 1.522, H6 1.139, H7 1.080, H8 1.123
2 N -0.52 0.57 1.56  C1 1.522, C3 1.400, H9 0.980
3 C -1.65 1.40 1.50  N2 1.400, C4 1.530, O5 1.278
4 C -2.20 1.41 0.07  C3 1.530, H10 1.194, H11 1.131, H12 1.092
5 O -1.95 2.25 2.40  C3 1.278
6 H -0.38 1.13 3.51  C1 1.139
7 H 0.14 -0.47 3.15  C1 1.080
8 H 1.42 0.70 2.71  C1 1.123
9 H -0.25 -0.08 0.88  N2 0.980
10 H -3.37 1.57 -0.08  C4 1.194
11 H -1.68 0.58 -0.49  C4 1.131
12 H -1.76 2.28 -0.41  C4 1.092
13 C 1.51 -3.02 -2.30  N14 1.482, H18 1.065, H19 1.213, H20 1.154
14 N 1.81 -1.58 -2.14  C13 1.482, C15 1.343, H21 1.116
15 C 1.06 -0.73 -1.43  N14 1.343, C16 1.470, O17 1.282
16 C 1.17 0.74 -1.45  C15 1.470, H22 1.127, H23 1.193, H24 1.042
17 O 0.13 -1.34 -0.79  C15 1.282
18 H 0.82 -3.18 -1.50  C13 1.065
19 H 0.88 -3.24 -3.31  C13 1.213
20 H 2.43 -3.63 -1.96  C13 1.154
21 H 2.74 -1.19 -2.62  N14 1.116
22 H 2.07 1.25 -1.90  C16 1.127
23 H 0.89 0.93 -0.31  C16 1.193
24 H 0.29 1.17 -1.80  C16 1.042